Below is C27H27NO2 in the gas phase in a non-equilibrium geometry, with properties calculated with wB97M-V/def2-TZVPD.

Frontier orbital gap: 8.0 eV
Molar mass: 397.5 g/mol
HOMO level: -7.3657 eV
Energy above the lowest of the compared OMol25 structures with the same formula, charge and spin: 25.2 kcal per mole
SMILES: CCOC(=O)[C@H](c1ccccc1)[C@@H](c1ccc(C)cc1)c1cn(C)c2ccccc12

Geometry as XYZ:
```
57
Properties=species:S:1:pos:R:3:forces:R:3:mulliken_charge:R:1
C -2.16244 -1.60891 3.98732 -0.3 -0.3 0.6 -1.07
C -0.70388 -1.31677 3.91651 -1.2 -0.3 -0.4 -0.42
O -0.53179 -0.69546 2.65460 1.4 1.0 -0.4 -0.12
C 0.74171 -0.17665 2.63004 -1.9 -1.7 -0.8 0.18
O 1.39057 -0.40157 3.62411 0.9 1.2 -0.9 -0.64
C 1.13041 0.29332 1.21683 1.7 -4.8 -0.3 1.33
C 2.51391 1.01799 1.36775 1.3 0.1 -1.2 -0.29
C 3.43837 0.82629 2.43041 -0.1 -0.5 0.9 -0.36
C 4.76074 1.28780 2.43383 -0.3 0.7 -1.3 -0.86
C 5.22124 2.00390 1.30083 0.5 -0.4 0.7 -0.22
C 4.37450 2.20266 0.21625 -0.4 -0.3 1.0 -1.09
C 3.06298 1.73465 0.27852 -0.3 -0.5 1.1 0.16
C 0.10357 0.74739 0.05064 2.3 1.9 0.4 -0.01
C 0.65750 0.50102 -1.39905 0.1 -0.2 1.1 0.10
C 1.01658 -0.77177 -1.86040 0.6 0.0 0.1 0.04
C 1.63905 -0.88559 -3.11633 -0.6 -0.1 1.1 -1.10
C 1.84525 0.23597 -3.90051 -0.6 0.2 -0.3 1.26
C 2.40994 0.01040 -5.24953 0.4 -0.1 -0.5 -1.56
C 1.39309 1.48900 -3.48930 -0.6 -0.5 0.5 -1.22
C 0.75204 1.58558 -2.26646 0.2 0.5 1.3 0.39
C -1.31883 0.39706 0.03531 -1.5 0.4 0.9 -0.08
C -2.17098 0.70763 1.08932 1.2 -0.1 -0.7 -1.22
N -3.35015 0.06545 0.92669 -0.6 0.1 0.1 0.33
C -4.42582 0.06264 1.89431 -0.1 0.2 0.0 -1.09
C -3.35987 -0.59390 -0.30200 0.4 0.6 1.5 -0.41
C -4.37016 -1.41633 -0.75149 0.0 -0.5 -1.0 -0.94
C -4.21146 -1.93087 -2.04279 -0.4 0.2 0.4 -0.61
C -3.08425 -1.58415 -2.80775 0.0 0.3 0.6 -0.94
C -2.06295 -0.80274 -2.27514 0.3 -0.2 -0.1 0.11
C -2.12293 -0.34463 -0.95212 -0.5 0.0 1.0 0.90
H -2.32150 -2.24416 4.84008 -0.3 -0.4 0.5 0.50
H -2.71034 -0.69139 4.17455 -0.2 0.1 -0.2 0.11
H -2.53761 -2.12403 3.10872 0.0 0.1 -0.2 0.25
H -0.40723 -0.61081 4.67270 0.0 -0.1 0.6 0.40
H -0.07315 -2.19796 3.93842 0.0 -0.2 0.3 0.30
H 1.29226 -0.83191 0.71445 0.5 2.3 1.8 -0.08
H 3.14503 0.27629 3.32819 0.2 0.3 -0.7 0.47
H 5.42502 1.09101 3.29330 -0.5 0.1 -0.6 0.37
H 6.25735 2.37796 1.28232 -0.6 -0.2 -0.1 0.34
H 4.71102 2.70491 -0.66965 0.1 0.2 -0.2 0.43
H 2.41188 1.89069 -0.52778 -0.4 0.3 -1.2 0.31
H 0.37648 1.74426 0.46831 -1.5 0.9 -2.0 0.66
H 0.84752 -1.68272 -1.25387 0.1 0.7 -0.3 0.30
H 1.94030 -1.86650 -3.49556 -0.1 0.3 0.2 0.35
H 2.62173 0.95126 -5.75066 0.3 0.0 -0.1 0.37
H 3.29918 -0.60816 -5.12134 0.2 0.2 -0.4 0.37
H 1.72155 -0.54624 -5.89302 0.0 0.0 0.1 0.30
H 1.46955 2.38130 -4.08441 0.2 0.0 -0.4 0.38
H 0.40600 2.53270 -1.81261 0.3 -0.3 -0.8 0.45
H -1.93207 1.35830 1.95751 -0.4 -0.8 -0.7 0.34
H -4.86305 -0.93769 1.91228 0.1 0.1 0.4 0.34
H -4.03294 0.35610 2.88199 -0.2 -0.3 -0.5 0.39
H -5.22578 0.76433 1.63942 0.1 0.0 -0.1 0.28
H -5.20043 -1.66750 -0.09361 0.0 0.1 -0.4 0.30
H -4.99376 -2.56280 -2.46687 0.3 0.1 0.1 0.37
H -3.00497 -1.94826 -3.81887 0.0 0.0 -0.2 0.44
H -1.19797 -0.54841 -2.86437 0.0 -0.1 -0.3 0.40
```
Forces are in eV/Å.